Computed, not measured: a cluster of 2 separate species, C6H17N2 in total at a distorted geometry, with the ωB97M-V functional and the def2-TZVPD basis.

Properties
Energy relative to the best compared isomer or geometry (same formula, charge and spin) = 471.5 kJ/mol
Net charge = +1

CARTESIAN COORDINATES (ANGSTROEM)
H  0.5232  1.3866  2.6879
H  -0.5973  -1.1153  3.2157
N  -0.9884  0.8527  -2.8539
H  1.9930  1.7246  -2.3013
H  -0.3556  -3.1534  0.3523
H  0.8494  2.7120  -3.1080
C  0.0245  -1.2660  1.3038
H  0.1458  -1.0484  -1.2103
N  0.0385  -0.6395  2.5862
H  -1.2371  -2.8404  1.8179
H  -1.0702  0.9527  3.4087
H  0.4631  -3.2749  1.9727
C  -0.3716  0.7706  2.5993
C  -0.0416  1.2046  -1.7852
H  1.0371  -1.0530  0.8936
H  -0.8805  1.0289  1.6631
H  -1.8295  0.4292  -2.4742
H  -0.5321  0.2185  -3.5035
H  1.1694  2.9927  -1.4163
C  1.0291  2.2181  -2.1684
H  -0.6361  -0.7605  0.5709
C  -0.2500  -2.7397  1.3563
C  0.5146  -0.0654  -1.3164
H  -0.6001  1.5544  -0.8999
H  1.6023  -0.0892  -1.3909

Mulliken population analysis, charges in e, atoms 1 to 4: 0.24 0.30 -0.53 0.32